# 1
DFT (ωB97M-V/def2-TZVPD) results for a molecular structure, C23H23N3S2SiTc.

XYZ file:
```
53
Properties=species:S:1:pos:R:3:forces:R:3
Tc 0.6842 0.1635 -2.2657 -1.5 -0.2 0.0
S 0.1167 -1.9200 -3.0990 -0.2 1.3 0.6
C 1.8370 -1.9142 -3.4785 0.3 0.0 -0.1
C 2.5510 -2.7937 -4.2592 -0.1 0.0 0.1
C 3.9136 -2.5543 -4.4062 0.0 0.1 0.1
C 4.4977 -1.4573 -3.7793 0.0 -0.1 -0.1
C 3.7092 -0.6105 -3.0284 0.1 0.0 0.1
N 2.3948 -0.8371 -2.8784 0.5 0.0 -0.5
H 2.0576 -3.6274 -4.7385 0.0 0.0 0.0
H 4.5164 -3.2194 -5.0099 0.0 0.0 0.0
H 5.5538 -1.2544 -3.8795 0.0 0.0 0.0
H 4.1222 0.2573 -2.5316 0.0 0.0 0.0
C -4.8215 2.8224 1.0332 -0.2 0.0 -0.1
C -3.3993 2.9179 0.6209 0.0 0.0 0.1
C -2.4523 3.7004 1.2339 0.2 0.0 -0.1
C -1.1457 3.7157 0.7287 -0.3 0.0 0.2
N -0.7989 2.9490 -0.3149 0.0 -0.1 -0.2
C -1.7187 2.2197 -0.8980 0.3 0.7 0.7
S -1.3771 1.2385 -2.2822 0.7 -1.3 -0.8
N -2.9978 2.2022 -0.4570 0.2 0.0 -0.1
C -0.1125 4.6017 1.3182 0.1 0.1 0.0
H -4.9501 3.1216 2.0695 0.0 0.0 0.0
H -5.2086 1.8119 0.8989 0.0 0.0 0.0
H -5.4263 3.4917 0.4147 0.0 0.0 0.0
H -2.7141 4.3006 2.0931 0.0 0.0 0.0
H -3.6623 1.6111 -0.9444 -0.1 0.0 0.0
H -0.1896 4.6376 2.4043 0.0 0.0 0.0
H -0.2881 5.6196 0.9564 0.0 0.0 0.0
H 0.8870 4.3038 1.0141 0.0 0.0 0.0
C -3.4537 -0.9430 2.0698 0.0 0.1 0.0
C -3.1570 -1.4388 0.8065 -0.1 0.0 -0.1
C -1.9474 -1.1259 0.2049 0.0 0.0 0.1
C -1.0148 -0.3098 0.8527 0.2 0.1 -0.3
C -1.3385 0.1985 2.1126 0.1 0.1 -0.1
C -2.5455 -0.1191 2.7199 -0.1 0.0 0.0
Si 0.7270 -0.0263 0.1848 -0.3 -1.1 0.8
C 1.8376 -1.4392 0.7164 -0.3 0.4 -0.3
C 2.7904 -1.1824 1.7039 0.0 0.0 0.0
C 3.4794 -2.2301 2.2977 0.1 0.0 0.0
C 3.2397 -3.5346 1.8921 0.0 0.0 0.0
C 2.3077 -3.7977 0.8954 0.0 0.0 -0.1
C 1.6116 -2.7553 0.3065 0.0 0.0 0.1
H -4.3839 -1.2084 2.5548 0.0 0.0 0.0
H -3.8658 -2.0799 0.2977 0.0 0.0 0.0
H -1.7299 -1.5245 -0.7785 0.0 -0.1 0.0
H -0.6353 0.8436 2.6310 0.0 -0.1 0.1
H -2.7681 0.2581 3.7098 0.0 0.0 0.0
H 1.3037 1.2385 0.7119 0.0 0.1 -0.4
H 2.9872 -0.1642 2.0217 0.0 0.0 0.0
H 4.2022 -2.0239 3.0759 0.0 0.0 0.0
H 3.7824 -4.3490 2.3530 0.0 0.0 0.0
H 2.1189 -4.8170 0.5844 0.0 0.0 0.0
H 0.8738 -2.9675 -0.4601 0.0 -0.1 0.0
```
Forces are in eV/Å.

Summary:
gap between HOMO and LUMO (spin up / spin down): 5.30 / 5.82 eV
LUMO level (spin up / spin down): -8.858 / -8.329 eV
charge: +2
maximum force: 1.7 eV/A
spin multiplicity: 2

# 2
DFT (ωB97M-V/def2-TZVPD) results for C6H10N2O4S in the gas phase.

XYZ file:
```
23
Properties=species:S:1:pos:R:3:forces:R:3
C 1.7000 -0.6027 0.0123 -1.1 2.6 -0.4
C 0.4744 1.2460 0.1568 2.1 7.1 1.7
C 0.2223 -1.0302 0.1595 -0.1 -0.3 0.0
C -0.3709 -1.9208 -1.0076 1.9 1.0 3.8
C 0.0438 -1.7461 1.5380 -0.1 1.6 0.4
C -1.8363 0.5965 0.2545 -1.6 1.0 -1.4
N -0.4178 0.2800 0.1853 -4.0 -2.3 -0.9
N 1.7153 0.7902 0.0519 1.2 -1.9 0.3
O -0.4890 3.8161 -0.3685 -0.5 0.5 0.1
O 2.6624 -1.2616 -0.1119 2.1 -2.5 -0.1
O -0.0625 1.9104 -1.8907 -0.6 0.6 -1.5
O 1.8487 3.1621 -0.8760 -1.2 0.4 -0.3
S 0.4257 2.8344 -0.8271 1.2 -2.5 0.8
H -1.2740 -2.0610 -0.5116 -1.8 -2.0 0.2
H 0.3702 -2.6544 -1.1950 0.0 -1.4 0.0
H -0.6033 -1.4078 -1.8362 -0.3 2.2 -3.1
H -1.0371 -1.9387 1.7837 1.0 0.6 -0.2
H 0.5824 -1.0579 2.3092 -1.1 -1.6 -1.0
H 0.4743 -2.7268 1.4586 0.6 -0.3 0.2
H -2.0882 1.4341 0.9275 0.9 -0.4 0.4
H -2.3219 1.0857 -0.6850 1.5 -1.1 0.8
H -2.5060 -0.2289 0.5011 0.6 -0.3 0.1
H 2.4876 1.4814 -0.0288 -0.5 -1.1 0.0
```
Forces are in eV/Å.

Summary:
gap between HOMO and LUMO (spin up / spin down): 6.76 / 5.69 eV
LUMO level (spin up / spin down): 0.317 / -4.334 eV
charge: 0
maximum force: 7.6 eV/A
spin multiplicity: 3